Formula: C19H16BrN6OReSTe4
Source: the Open Molecules 2025 dataset
Level of theory: ωB97M-V/def2-TZVPD

```
49
Properties=species:S:1:pos:R:3:mulliken_spin:R:1
Re -0.718 -1.699 -0.565 0.8458
Br 2.855 -3.604 5.796 -0.0003
C 1.621 -3.197 4.420 -0.0015
C 0.460 -3.966 4.287 0.0083
C -0.388 -3.721 3.244 0.0123
C -0.099 -2.732 2.276 0.0058
O -0.893 -2.650 1.254 -0.0121
C 1.064 -1.919 2.444 0.0046
C 1.484 -0.945 1.487 0.0176
N 0.941 -0.693 0.338 0.0072
C 1.644 0.196 -0.519 -0.0048
C 2.735 -0.285 -1.206 -0.0038
C 3.427 0.527 -2.112 0.0001
C 3.069 1.835 -2.288 -0.0020
C 2.000 2.383 -1.551 0.0035
C 1.637 3.744 -1.634 0.0008
C 0.596 4.216 -0.878 0.0003
C -0.108 3.311 -0.074 0.0006
N 0.189 2.037 0.019 0.0023
C 1.247 1.552 -0.674 -0.0231
C 1.897 -2.168 3.545 0.0030
H 0.250 -4.760 4.987 0.0003
H -1.286 -4.305 3.094 -0.0017
H 2.375 -0.384 1.764 -0.0003
H 3.049 -1.310 -1.047 0.0041
H 4.255 0.100 -2.654 0.0000
H 3.616 2.476 -2.963 0.0001
H 2.200 4.401 -2.282 -0.0001
H 0.310 5.255 -0.897 0.0000
H -0.952 3.641 0.522 -0.0001
H 2.783 -1.570 3.686 0.0008
C -4.211 2.546 -0.449 0.0004
C -3.382 1.919 -1.495 0.0005
N -3.438 2.143 -2.768 -0.0003
N -2.523 1.345 -3.348 0.0055
C -1.881 0.601 -2.434 0.0113
S -0.676 -0.535 -2.693 0.0058
N -2.429 0.955 -1.235 -0.0025
N -1.972 0.440 -0.030 0.0042
H -4.776 3.363 -0.889 0.0000
H -3.590 2.931 0.360 -0.0001
H -4.918 1.825 -0.034 0.0001
H -2.404 1.338 -4.352 -0.0006
H -2.718 0.439 0.663 0.0035
H -1.148 1.030 0.296 0.0053
Te -2.934 -3.004 -1.201 -0.0344
Te -1.457 -5.166 -0.608 0.2083
Te 2.598 -4.226 0.004 -0.0291
Te 0.600 -3.710 -1.608 -0.0453
```

2S+1 = 2
HOMO-LUMO gap (alpha / beta) = 4.342 / 4.407 eV
Net charge = +1
Electronic energy = -5259.776349 Ha